1.
{
  "formula": "C27H46BaBrNP2S",
  "method": "ωB97M-V with the def2-TZVPD basis set",
  "relative_energy_kcal_mol": 2.61,
  "lumo_ha": -0.2500,
  "total_charge": 2,
  "homo_lumo_gap_ev": 6.5,
  "e_homo_ev": -13.3,
  "e_tot_ha": -4790.9821,
  "symbols": ["N", "C", "C", "C", "C", "C", "C", "Ba", "P", "C", "C", "C", "C", "C", "C", "C", "Br", "H", "H", "H", "H", "H", "H", "H", "H", "H", "H", "P", "C", "C", "H", "H", "H", "H", "H", "C", "C", "H", "H", "H", "H", "H", "C", "C", "H", "H", "H", "H", "H", "C", "C", "H", "H", "H", "H", "H", "C", "C", "H", "H", "H", "H", "H", "C", "C", "H", "H", "H", "H", "H", "C", "S", "C", "H", "H", "H", "H", "H", "H"],
  "xyz": [[3.820463, -0.232711, 4.022439], [3.016581, 0.764757, 4.420408], [1.747639, 0.538759, 4.958685], [1.245482, -0.784676, 5.008392], [2.149606, -1.824920, 4.703752], [3.426410, -1.494080, 4.234645], [-0.160866, -1.053930, 5.164962], [-1.759959, 0.314406, 0.353254], [-1.757821, 0.032848, -3.646082], [-0.787775, -2.144540, 4.608328], [-1.925289, -1.957223, 3.692769], [-2.169986, -2.896943, 2.660549], [-3.036642, -2.587823, 1.587759], [-3.627947, -1.338394, 1.587931], [-3.550772, -0.438789, 2.632416], [-2.681281, -0.756305, 3.695435], [-4.453154, -0.574695, -0.352565], [-0.751033, -0.254116, 5.611782], [-0.367713, -3.152035, 4.654616], [1.145424, 1.393000, 5.269300], [1.858393, -2.866891, 4.783906], [3.407577, 1.779923, 4.298191], [4.146949, -2.280845, 3.997940], [-1.611534, -3.834170, 2.655027], [-2.536119, -0.035336, 4.504958], [-3.227578, -3.305616, 0.793668], [-4.095795, 0.513041, 2.599701], [1.526900, -0.907180, -0.558091], [-2.874329, 1.354142, -3.000601], [-4.240497, 1.547672, -3.650012], [-2.297754, 2.297551, -3.081205], [-3.039215, 1.138840, -1.922827], [-4.875341, 2.143697, -2.977579], [-4.161501, 2.113575, -4.585439], [-4.773068, 0.611396, -3.842154], [-2.872824, -1.443364, -3.599438], [-3.746337, -1.773542, -4.804144], [-3.490592, -1.347640, -2.687008], [-2.176724, -2.283164, -3.429481], [-4.272562, -2.716185, -4.593350], [-4.511266, -1.013589, -5.010707], [-3.156068, -1.930936, -5.714340], [-1.417390, 0.387720, -5.406282], [-2.297591, 1.391618, -6.144749], [-1.423259, -0.582663, -5.926367], [-0.375273, 0.757440, -5.407421], [-1.905335, 1.516975, -7.164827], [-3.337506, 1.049751, -6.241696], [-2.294798, 2.378756, -5.661802], [2.689458, -0.289087, -1.847464], [2.042288, 0.337322, -3.075659], [3.302234, -1.155925, -2.150919], [3.361047, 0.433808, -1.356402], [2.833150, 0.630067, -3.778878], [1.385151, -0.364893, -3.607977], [1.465636, 1.237239, -2.824229], [0.956543, -2.403766, -1.478267], [0.208110, -3.420623, -0.625254], [1.871083, -2.862818, -1.895498], [0.344154, -2.056058, -2.327489], [0.125527, -4.362027, -1.182176], [0.731590, -3.648153, 0.311534], [-0.811633, -3.094272, -0.379932], [2.756302, -1.792890, 0.499308], [4.036187, -1.041682, 0.835616], [3.009388, -2.734032, -0.018973], [2.214825, -2.071531, 1.420721], [4.695807, -1.703750, 1.411621], [4.589860, -0.742827, -0.062269], [3.855809, -0.165991, 1.471220], [0.848093, 3.665594, -0.928886], [0.351797, 2.612160, 0.444532], [1.866378, 2.526691, 1.411699], [0.549651, 3.185130, -1.869310], [1.931306, 3.838943, -0.906964], [0.310241, 4.618778, -0.829520], [2.550880, 3.311305, 1.069380], [1.595778, 2.716311, 2.456285], [2.331528, 1.536215, 1.320109]],
  "forces_ev_per_angstrom": [[-0.10, 0.26, 0.41], [0.04, -0.73, 0.03], [-0.33, -0.34, -0.16], [1.88, -0.41, 0.43], [0.43, 0.67, -0.28], [-0.60, 0.10, 0.20], [-1.13, -0.69, -0.13], [2.46, 0.45, -0.65], [-0.05, -0.37, 1.18], [-0.03, 0.51, 0.27], [-0.59, 0.15, 0.44], [-0.17, 0.58, -0.11], [0.30, -0.13, 0.18], [-1.20, -0.04, -1.49], [0.21, 0.46, 0.57], [-0.23, 0.06, -0.65], [-0.42, -1.46, 2.59], [-0.08, 0.35, -0.87], [0.48, 0.47, -0.74], [0.00, -0.26, -0.07], [0.06, 0.13, 0.00], [-0.16, -0.34, 0.08], [-0.20, 0.25, 0.01], [-0.31, 0.17, -0.03], [-0.24, -0.24, -0.35], [0.18, 0.15, 0.10], [0.16, -0.41, 0.16], [0.18, -0.62, -0.38], [0.11, 0.49, -0.50], [-0.58, 0.53, 0.25], [-0.25, -0.31, 0.30], [0.18, 0.17, -0.41], [0.06, -0.10, -0.21], [-0.09, -0.30, 0.33], [0.19, 0.16, 0.05], [0.26, -0.16, -0.06], [-0.39, -0.29, -0.07], [0.33, -0.10, -0.43], [-0.35, 0.12, 0.04], [0.08, 0.24, -0.21], [0.30, -0.21, 0.01], [-0.13, 0.07, 0.20], [0.43, 0.23, -0.13], [-0.16, 0.04, -0.48], [0.14, 0.27, 0.16], [-0.36, -0.24, -0.17], [-0.12, 0.05, 0.30], [0.35, 0.07, 0.05], [0.03, -0.27, -0.15], [0.09, 0.33, 0.11], [0.14, 0.07, -0.35], [-0.11, 0.30, 0.19], [-0.19, -0.19, -0.26], [-0.22, 0.01, 0.12], [0.12, 0.22, 0.23], [0.05, -0.24, -0.05], [-0.04, 0.15, -0.35], [0.00, -0.29, -0.14], [-0.39, 0.12, 0.09], [0.13, -0.24, 0.24], [-0.14, 0.15, 0.20], [-0.09, 0.07, -0.16], [0.07, 0.02, 0.00], [-0.25, -0.30, 0.42], [0.26, 0.02, 0.25], [-0.09, 0.30, 0.14], [0.35, 0.01, -0.17], [-0.11, 0.21, -0.11], [-0.15, -0.06, 0.27], [0.08, -0.13, -0.24], [-0.51, 0.45, -0.52], [0.17, 0.30, 0.06], [0.14, -0.23, 0.52], [0.25, 0.19, 0.21], [-0.40, -0.16, -0.05], [0.35, -0.24, -0.13], [-0.21, -0.25, 0.15], [0.23, -0.07, -0.22], [-0.07, 0.33, 0.00]]
}

2.
{
  "formula": "C7H10N4",
  "method": "ωB97M-V with the def2-TZVPD basis set",
  "relative_energy_kcal_mol": 104.06,
  "lumo_ha": 0.0325,
  "total_charge": 0,
  "smiles": "CN1CNN=Cc2[nH]ccc21",
  "homo_lumo_gap_ev": 8.4,
  "e_homo_ev": -7.5,
  "e_tot_ha": -491.6083,
  "symbols": ["C", "N", "C", "N", "N", "C", "C", "N", "C", "C", "C", "H", "H", "H", "H", "H", "H", "H", "H", "H", "H"],
  "xyz": [[-0.960798, -1.489184, -1.122854], [-0.246623, -0.782977, -0.141795], [0.872352, -1.336171, 0.624222], [2.175921, -1.417073, -0.142972], [2.909929, -0.186986, -0.244427], [2.267218, 0.908047, -0.070074], [0.727816, 1.375752, -0.097303], [0.510997, 2.736526, 0.129842], [-0.851440, 2.703913, 0.324432], [-1.417504, 1.465634, 0.324899], [-0.448179, 0.568668, -0.042519], [-0.295928, -1.501775, -2.080003], [-0.932159, -2.410376, -0.639576], [-2.092703, -1.200131, -1.245925], [0.937735, -0.484033, 1.320660], [0.487627, -2.219140, 1.060169], [2.796122, -1.901561, 0.480559], [2.758111, 1.903416, -0.195660], [1.035204, 3.587456, -0.092242], [-1.451299, 3.543575, 0.571109], [-2.341874, 1.238697, 0.629772]],
  "forces_ev_per_angstrom": [[-0.17, 0.19, -1.80], [-0.75, 1.23, 1.44], [-0.39, 3.38, -1.81], [-0.65, 0.46, 0.82], [-1.56, 0.42, 0.97], [-2.67, 2.17, -1.90], [3.91, -2.24, -0.37], [-2.51, -1.84, 0.03], [-0.92, 1.66, 0.79], [1.73, 0.91, -0.99], [5.19, 1.79, -0.07], [-1.80, -0.16, 0.97], [-0.54, -2.64, -0.36], [2.41, -0.19, 0.02], [0.61, -1.01, 0.73], [0.62, -1.43, 0.41], [0.35, -0.97, -0.12], [0.74, -1.24, 0.31], [-0.14, -1.04, 0.20], [0.09, 1.02, -0.01], [-3.53, -0.50, 0.76]]
}

3.
{
  "formula": "C2H7N2OP",
  "method": "ωB97M-V with the def2-TZVPD basis set",
  "relative_energy_kcal_mol": 10.84,
  "lumo_ha": 0.0317,
  "total_charge": 0,
  "smiles": "C=N[P@@](C)(N)=O",
  "homo_lumo_gap_ev": 10.5,
  "e_homo_ev": -9.7,
  "e_tot_ha": -606.5368,
  "symbols": ["C", "N", "P", "C", "N", "O", "H", "H", "H", "H", "H", "H", "H"],
  "xyz": [[-2.516465, 0.203179, -0.106647], [-1.362880, 0.259729, 0.472861], [-0.001735, -0.666258, -0.094755], [1.110309, 0.672030, -0.779944], [0.665591, -1.113953, 1.286919], [-0.332144, -1.748971, -1.064915], [-3.316375, 0.845930, 0.318008], [-2.680211, -0.408135, -1.036556], [1.752128, -0.034975, -1.212728], [0.508649, 1.170887, -1.562298], [1.761522, 1.356272, -0.119685], [0.523892, -0.430603, 1.954830], [0.675170, -2.136651, 1.617222]],
  "forces_ev_per_angstrom": [[1.77, 0.11, 0.28], [-1.25, -0.29, -0.87], [-1.71, 1.47, -2.04], [-1.03, 0.24, 1.24], [1.24, -4.26, 0.65], [0.54, 0.78, 0.60], [0.32, -0.59, -0.44], [-0.06, 0.46, 0.91], [1.46, -0.62, -1.24], [0.62, 0.04, 0.42], [-1.60, -1.07, -0.80], [-0.11, 1.21, 2.09], [-0.19, 2.51, -0.81]]
}

4.
{
  "formula": "C3H4NO3P",
  "method": "ωB97M-V with the def2-TZVPD basis set",
  "relative_energy_kcal_mol": 64.16,
  "lumo_ha": 0.0070,
  "total_charge": 0,
  "homo_lumo_gap_ev": 8.3,
  "e_homo_ev": -8.1,
  "e_tot_ha": -738.4681,
  "symbols": ["C", "C", "C", "N", "O", "O", "O", "P", "H", "H", "H", "H"],
  "xyz": [[0.293489, 1.420099, -0.106119], [0.373370, -1.218621, 0.372421], [-1.721568, 0.279917, -0.518352], [-0.324530, 0.298274, -0.154570], [0.692030, 2.487341, -0.241105], [-0.371491, -2.131745, 0.463399], [2.478559, 0.456741, 0.156522], [2.113248, -0.987751, 0.248772], [-2.197634, -0.068316, 0.434390], [-1.925242, 1.302733, -0.876089], [-1.880776, -0.480747, -1.329341], [2.470543, -1.357923, 1.550075]],
  "forces_ev_per_angstrom": [[0.42, -1.66, -0.84], [-1.46, -1.04, 0.88], [-0.46, -0.70, 0.26], [2.21, 1.24, 0.28], [-0.56, -0.07, 0.38], [0.18, 1.36, -0.35], [-0.69, 1.87, -0.33], [2.05, -1.19, -0.77], [-0.51, 0.65, -1.20], [-0.82, -0.64, 0.31], [0.12, 0.78, 0.79], [-0.48, -0.59, 0.60]]
}